#1
ORCA calculation (ωB97M-V/def2-TZVPD) on the ion C6H14NO with charge -1.

Each line ends with the natural charge from an NBO analysis.
CARTESIAN COORDINATES (ANGSTROEM)
H -1.17 0.97 2.01  0.217
H -0.19 2.45 1.96  0.184
O -1.96 -2.03 -0.07  -0.967
H 1.79 2.48 0.49  0.181
H 0.49 -1.50 0.69  0.358
H -0.46 0.05 -1.53  0.161
H -2.13 -0.27 0.95  0.079
C -1.84 -0.68 -0.04  -0.024
H 2.09 0.76 0.05  0.232
H 0.58 0.88 2.19  0.189
C 0.71 -2.23 -1.17  -0.410
C 0.00 1.25 0.16  -0.216
C -0.39 -0.14 -0.45  -0.070
H -0.22 -2.30 -1.73  0.218
C 1.46 1.64 -0.12  -0.618
N 0.68 -1.11 -0.23  -0.670
H -0.62 1.98 -0.37  0.180
H 0.71 -3.19 -0.65  0.190
H 1.65 1.89 -1.18  0.190
H -2.50 -0.14 -0.78  0.064
C -0.24 1.40 1.67  -0.614
H 1.56 -2.15 -1.85  0.144

Its SMILES is CN[C@@H](C[O-])C(C)C. The value obtained for the LUMO energy is 3.96 eV. The value obtained for the HOMO-LUMO gap is 0.231 Eh. The total charge is -1.

=====

#2
ORCA calculation (ωB97M-V/def2-TZVPD) on a cluster of 2 separate species, C6H14NO in total.

Each line ends with the natural charge from an NBO analysis.
CARTESIAN COORDINATES (ANGSTROEM)
N 2.08 2.49 0.68  -0.508
H 2.74 1.13 -0.70  0.214
C 0.61 2.17 -0.08  -0.393
H 1.05 0.01 0.22  0.201
H 0.22 2.76 -1.03  0.240
H 2.48 2.95 -1.40  0.146
H -1.69 -2.14 1.39  0.327
H -0.84 -1.73 2.99  0.187
O -2.02 -1.25 -0.32  -0.978
H 0.27 0.17 -2.21  0.180
H -0.68 0.56 0.78  0.249
C 0.12 0.60 0.01  -0.373
C -1.01 -2.55 2.26  -0.913
C -0.39 0.19 -1.37  -0.465
H -0.29 -2.02 -1.07  0.079
H -1.55 -1.51 -2.21  0.100
C 2.12 2.07 -0.67  -0.197
C -1.04 -1.18 -1.26  -0.025
H -1.55 -3.41 2.76  0.175
H -1.19 0.85 -1.64  0.185
H 0.02 -3.01 2.01  0.189
H 0.53 2.83 0.85  0.377

The value obtained for the LUMO energy is 3.68 eV. The value obtained for the HOMO-LUMO gap is 0.225 Eh. The total charge is -1.

=====

#3
ORCA calculation (ωB97M-V/def2-TZVPD) on a structure of composition C6H14NO.

Each line ends with the natural charge from an NBO analysis.
CARTESIAN COORDINATES (ANGSTROEM)
H -1.93 1.55 0.91  0.188
H 0.38 0.84 0.57  0.195
H 4.80 -1.17 0.88  0.226
C -1.21 0.62 -0.96  -0.399
H 3.56 -2.40 0.97  0.206
H 3.41 -0.84 1.94  0.232
H -1.48 -0.17 -1.64  0.220
H -3.43 -0.26 1.53  0.078
H 3.16 -1.31 -1.09  0.143
C 3.73 -1.32 1.02  -0.688
H -3.05 2.88 -1.41  -0.058
H -2.52 -1.43 0.53  0.060
C -0.36 0.12 0.23  -0.501
N 2.99 0.62 -0.40  -0.610
H 1.92 0.06 -0.47  0.415
C 3.02 -0.69 -0.19  0.062
C -1.79 0.59 0.41  -0.238
C -2.98 -0.40 0.51  -0.011
O -3.87 -0.19 -0.48  -0.957
H -3.37 2.29 -1.74  0.053
H -0.14 -0.94 0.28  0.194
H -0.85 1.54 -1.41  0.189

The value obtained for the LUMO energy is 2.92 eV. The value obtained for the HOMO-LUMO gap is 0.190 Eh. The total charge is -1.

=====

#4
ORCA calculation (ωB97M-V/def2-TZVPD) on a structure of composition C6H14NO.

Each line ends with the Mulliken charge.
CARTESIAN COORDINATES (ANGSTROEM)
C 1.09 -0.85 -0.30  -0.622
C 2.16 1.24 -1.06  -0.069
H -2.84 -0.77 -0.92  0.121
C 1.15 -0.59 1.27  -0.907
C 0.97 0.30 -1.32  -0.605
H -1.99 0.43 1.74  0.246
C -2.10 0.44 0.64  -0.576
H -3.82 -0.82 0.54  0.294
O -1.96 -1.92 0.57  -0.865
H -1.05 0.44 0.32  -0.303
H 2.01 -1.18 1.57  0.285
C -2.76 -0.91 0.20  -0.384
H 1.43 0.47 1.42  0.238
H 3.13 0.71 -1.15  0.345
H 1.00 -0.02 -2.36  0.347
H 1.92 -1.52 -0.51  0.590
N 1.93 2.56 -1.06  -0.760
H -2.39 1.42 0.22  0.464
H 1.72 1.94 -0.04  0.358
H 0.11 -1.35 -0.30  0.227
H 0.07 0.90 -1.21  0.268
H 0.23 -0.91 1.74  0.308

The value obtained for the LUMO energy is 3.60 eV. The value obtained for the HOMO-LUMO gap is 0.229 Eh. The total charge is -1.

=====

#1 (3.948 eV below the next structure)

=====

#1
ORCA calculation (ωB97M-V/def2-TZVPD) on a structure of composition C6H14NO.

Each line ends with the natural charge from an NBO analysis.
CARTESIAN COORDINATES (ANGSTROEM)
N 2.07 -0.50 0.06  -0.525
C 2.44 0.73 -0.35  0.037
C -1.34 0.03 1.81  -0.431
H 1.51 -2.14 -3.32  0.197
H -0.93 0.95 2.44  0.169
H 1.11 -0.91 -2.08  0.253
H 1.62 -0.39 -3.89  0.194
H 1.41 0.54 1.76  0.165
H -0.01 -1.22 -3.44  0.221
C -2.31 0.75 0.86  -0.019
H -1.85 -0.76 2.38  0.192
O -2.59 0.33 -0.39  -0.942
H 2.60 1.22 -1.36  0.163
C -0.25 -0.60 1.00  -0.426
H -1.96 1.79 0.99  0.045
C 1.09 -1.12 -3.17  -0.878
H 2.73 1.45 0.50  0.113
H 0.17 -1.55 1.47  0.179
C 0.90 0.30 0.76  -0.237
H -3.31 0.96 1.40  0.066
H 0.48 1.29 0.35  0.213
H -0.53 -0.87 0.01  0.250

The value obtained for the LUMO energy is 3.40 eV. The value obtained for the HOMO-LUMO gap is 0.207 Eh. The total charge is -1.

=====

#2
ORCA calculation (ωB97M-V/def2-TZVPD) on the ion C6H14NO with charge -1.

Each line ends with the natural charge from an NBO analysis.
CARTESIAN COORDINATES (ANGSTROEM)
C 2.60 -1.31 -1.22  -0.615
H 0.81 -0.21 2.03  0.177
C -0.37 0.39 0.26  -0.048
C -0.17 -0.39 1.58  -0.656
H 0.22 -1.02 -1.14  0.343
C -2.61 1.53 0.29  0.002
C 1.90 -0.08 -0.62  -0.208
H -3.67 1.44 -0.08  0.075
H 3.68 -1.19 -1.28  0.197
H -1.89 0.19 -1.24  0.179
O -2.56 1.73 1.63  -0.972
H -0.88 0.08 2.25  0.271
C -1.85 0.23 -0.16  -0.447
H -2.32 -0.62 0.34  0.179
H 2.54 -2.17 -0.53  0.193
H -0.19 1.45 0.43  0.200
H 2.21 -0.02 0.42  0.170
H 2.21 -1.64 -2.18  0.198
N 0.48 -0.09 -0.84  -0.637
H 2.41 0.79 -1.07  0.156
H -2.10 2.34 -0.29  0.062
H -0.46 -1.42 1.41  0.181

Its SMILES is CCN[C@H](C)CC[O-]. The value obtained for the LUMO energy is 3.49 eV. The value obtained for the HOMO-LUMO gap is 0.212 Eh. The total charge is -1.

=====

#2 (4.478 eV below the next structure)

=====

#1
ORCA calculation (ωB97M-V/def2-TZVPD) on an isolated molecule of C2H8N2O.

Each line ends with the natural charge from an NBO analysis.
CARTESIAN COORDINATES (ANGSTROEM)
H -2.22 0.91 -0.64  0.349
H 2.82 0.76 1.02  0.341
N 2.16 0.72 0.24  -0.526
N -2.12 -0.11 -0.71  -0.825
C -0.70 -0.46 -0.67  -0.243
H -0.14 0.98 0.88  0.181
H -0.59 -1.53 -0.85  0.189
H -0.19 0.03 -1.51  0.190
H -0.47 -0.65 1.47  0.172
H 2.69 0.37 -0.56  0.341
H -2.60 -0.50 0.10  0.348
O 1.37 -0.45 0.60  -0.433
C -0.02 -0.09 0.65  -0.084

Its SMILES is NCCON. The value obtained for the LUMO energy is 1.11 eV. The value obtained for the HOMO-LUMO gap is 0.378 Eh. The total charge is 0.

=====

#2
ORCA calculation (ωB97M-V/def2-TZVPD) on a cluster of 2 separate species, C2H8N2O in total.

Each line ends with the natural charge from an NBO analysis.
CARTESIAN COORDINATES (ANGSTROEM)
O 3.00 2.45 2.97  -0.746
H -3.95 -2.92 -2.74  0.395
H -3.02 -0.87 -0.82  0.121
H -1.40 -0.30 -1.96  0.339
N -3.68 -2.50 -1.88  -0.849
H 4.45 1.39 1.83  0.168
H 3.61 2.99 3.48  0.472
N -1.86 -1.05 -2.46  -0.681
H -3.78 -3.08 -1.06  0.394
H 2.68 1.05 1.73  0.187
C -2.85 -1.43 -1.77  0.281
C 3.45 1.81 1.78  -0.243
H 3.35 2.46 0.91  0.163

Its SMILES is [H]/N=C/N.CO. The value obtained for the LUMO energy is 0.94 eV. The value obtained for the HOMO-LUMO gap is 0.383 Eh. The total charge is 0.

=====

#3
ORCA calculation (ωB97M-V/def2-TZVPD) on a cluster of 2 separate species, C2H8N2O in total.

Each line ends with the natural charge from an NBO analysis.
CARTESIAN COORDINATES (ANGSTROEM)
O 1.40 0.50 1.01  -0.727
H -2.90 -0.82 -0.17  0.147
C 1.37 0.80 -0.36  0.100
C -1.95 -0.49 0.26  -0.031
H 0.63 1.59 -0.54  0.137
H -1.21 -0.07 -0.42  0.183
N -1.66 -0.49 1.49  -0.636
H 2.33 1.24 -0.63  0.144
H -2.48 -0.70 2.04  0.337
H 1.36 -0.29 -2.10  0.358
H 0.50 0.29 1.29  0.492
N 1.05 -0.40 -1.14  -0.872
H 1.57 -1.17 -0.75  0.368

Its SMILES is C=N.NCO. The value obtained for the LUMO energy is 1.09 eV. The value obtained for the HOMO-LUMO gap is 0.389 Eh. The total charge is 0.

=====

#3 (0.210 eV below the next structure)